{"formula": "C6H12O4", "method": "ωB97M-V/def2-TZVPD", "e_lumo_ev": 0.66, "relative_energy_kj_mol": 390.87, "e_homo_ha": -0.3891, "smiles": "CCCCCOC(=O)OO", "gap_ev": 11.25, "elements": ["C", "C", "C", "C", "C", "O", "C", "O", "O", "O", "H", "H", "H", "H", "H", "H", "H", "H", "H", "H", "H", "H"], "positions_angstrom": [[-0.58307, 2.21121, 0.18137], [0.22970, 1.53826, -0.91234], [-0.23176, 0.11712, -1.34222], [-1.37571, -0.50014, -0.56167], [-0.99649, -1.13991, 0.77823], [0.28154, -1.78505, 0.72594], [1.23846, -1.17537, 1.35535], [1.27724, -0.06843, 1.67849], [2.26551, -2.02561, 1.64580], [2.78060, -2.48658, 0.40561], [0.01072, 3.02279, 0.57433], [-0.80761, 1.57683, 1.01942], [-1.48921, 2.66730, -0.18720], [0.17452, 2.17701, -1.77726], [1.26167, 1.50358, -0.60665], [-0.56472, 0.19357, -2.36534], [0.61635, -0.54448, -1.37712], [-1.74857, -1.32115, -1.15664], [-2.20711, 0.17261, -0.44070], [-1.70361, -1.93498, 0.93576], [-1.10113, -0.46979, 1.61325], [2.67269, -1.72876, -0.18643]], "mulliken_charge": [-1.23, -0.41, -0.56, -0.76, -0.57, -0.29, 0.56, -0.40, -0.21, -0.31, 0.37, 0.25, 0.36, 0.41, 0.30, 0.42, 0.19, 0.45, 0.34, 0.35, 0.39, 0.36]}